No. 1
76
Properties=species:S:1:pos:R:3:forces:R:3:lowdin_charge:R:1 method="wB97M-V/def2-TZVPD" total_energy_ev=-55732.604 charge=-1 multiplicity=1 homo_ha=-0.1844
C 3.31674 -1.96416 1.76648 0.5 -1.1 0.4 -0.140
C 2.37710 -3.06542 1.05068 0.4 0.2 -0.6 -0.239
C 1.83526 -2.62607 -0.40143 1.6 -0.3 -0.5 -0.305
N 1.30705 -1.24000 -0.48627 -0.2 -0.8 -1.1 -0.177
P -0.43302 -1.10365 -0.13744 0.6 0.5 3.5 0.552
C 0.08353 0.10215 1.25157 -0.8 2.1 1.0 -0.237
C 0.81657 1.44686 0.76136 0.5 0.6 1.2 -0.230
C 1.97322 1.94019 1.80747 -0.5 -0.2 -2.0 -0.247
N 2.68675 3.11709 1.17805 0.0 0.1 0.6 -0.061
N -1.03918 -2.16539 -1.47828 1.2 1.0 -6.7 0.007
C -0.63927 -1.76723 -2.63820 3.1 -1.9 1.0 -0.300
O 0.08604 -1.58124 -3.65469 -4.3 -0.6 4.4 0.005
O -0.77507 0.24183 -1.23237 -1.6 1.3 1.9 -0.280
C -2.11889 0.77637 -0.99536 -1.6 -0.4 -3.5 -0.218
C -2.25823 2.37665 -0.80790 1.5 -0.8 0.8 -0.099
O -3.66208 2.81396 -1.01709 1.3 -1.1 0.0 -0.119
N -3.83831 3.86066 -0.15769 -1.7 -0.4 1.2 -0.062
O -4.88106 3.73370 0.41277 0.9 0.8 -0.7 0.019
C -3.01790 -0.19918 -0.06883 0.6 0.4 2.4 -0.328
C -3.67621 0.50551 1.24931 0.3 0.5 -0.9 -0.031
B -4.26400 -1.01989 -0.77946 0.5 -0.6 -0.3 -0.416
O -4.25723 -1.28332 -2.21657 0.1 -0.8 2.2 0.056
O -5.31026 -1.48740 0.09333 0.5 1.4 -2.7 -0.025
C -6.61516 -1.46762 -0.53576 -1.7 -1.3 0.3 -0.102
O -2.06916 -1.13326 0.50793 -0.9 0.6 -1.4 -0.314
H 4.05872 -1.46699 1.02760 -1.5 -0.6 1.1 0.079
H 3.99624 -2.56044 2.49648 -1.1 1.0 -1.0 0.062
H 2.74858 -1.20847 2.40660 0.8 -0.9 -1.2 0.041
H 1.45700 -3.36278 1.67405 1.6 0.5 -0.6 0.096
H 3.06204 -3.98463 0.86697 -1.5 1.4 0.4 0.081
H 1.12568 -3.44851 -0.76119 0.6 1.2 0.4 0.102
H 2.75533 -2.67009 -1.10975 -1.4 0.1 1.1 0.106
H 1.60377 -0.74023 -1.33454 -0.1 -0.6 0.4 0.073
H -0.26776 -2.25398 0.74419 -0.2 0.3 -0.7 0.060
H -0.89737 0.44222 1.77448 1.6 -0.5 -0.6 0.074
H 0.72420 -0.37420 2.06980 -0.8 0.3 -1.3 0.069
H 1.33843 1.37614 -0.25155 -0.8 -0.2 1.4 0.092
H 0.08666 2.34507 0.68125 1.0 -1.5 0.1 0.086
H 1.54997 2.26529 2.81569 0.7 -0.7 -1.3 0.114
H 2.73963 1.09460 1.85369 -1.1 1.1 0.5 0.099
H 3.30684 2.81065 0.41688 -0.8 0.1 0.4 0.069
H 2.00107 3.80724 0.81805 0.7 -0.8 0.2 0.074
H -2.56874 0.64787 -2.06134 0.3 0.3 1.6 0.148
H -2.02081 2.61565 0.28490 0.0 0.0 -1.7 0.100
H -1.58185 2.91024 -1.56335 -0.9 -0.8 1.3 0.140
H -4.63460 1.03197 0.86794 1.4 -0.6 1.1 0.077
H -3.89803 -0.30419 2.02814 0.2 1.2 -1.3 0.104
H -2.93250 1.25316 1.72112 -1.3 -1.1 -0.7 0.080
H -3.82280 -2.16372 -2.35020 -0.4 1.1 0.1 0.112
H -6.64839 -1.92114 -1.58642 0.4 0.7 1.4 0.092
H -7.11670 -0.44100 -0.57063 1.1 -1.2 0.1 0.101
H -7.29886 -2.13772 0.11859 1.1 1.1 -1.0 0.101
C -7.89825 3.23204 2.66541 0.4 -0.1 -0.1 -0.172
O -7.13900 2.03617 2.73835 0.1 0.0 0.0 -0.130
H -8.88647 3.04823 3.08902 0.1 -0.1 0.0 0.073
H -7.40049 4.01982 3.23703 -0.2 0.2 0.0 0.074
H -8.00350 3.53762 1.62112 -0.1 0.2 0.1 0.074
H -6.27017 2.22503 2.35758 -0.2 -0.2 0.1 0.053
C 3.91068 -5.04641 -2.03153 0.2 0.0 0.0 -0.157
O 3.96880 -5.42550 -0.66324 0.2 -0.3 0.2 -0.138
H 2.91977 -4.64519 -2.24440 0.1 -0.1 0.1 0.070
H 4.66274 -4.27950 -2.23218 -0.1 0.0 -0.2 0.059
H 4.09053 -5.92155 -2.66265 0.0 0.1 -0.2 0.073
H 4.85393 -5.77636 -0.50234 -0.2 0.1 0.0 0.076
C 4.50627 6.30867 1.61097 -0.2 -0.4 0.2 -0.186
O 3.96893 5.52844 2.66354 0.2 0.1 0.1 -0.155
H 4.62935 7.33488 1.96022 0.0 -0.1 0.0 0.070
H 5.48005 5.90879 1.31471 0.1 0.2 -0.2 0.070
H 3.82279 6.29722 0.75718 0.1 0.2 -0.2 0.068
H 3.87010 4.62295 2.32607 -0.4 -0.1 0.0 0.029
C 6.57913 -2.42778 -4.06664 0.2 -0.1 0.1 -0.161
O 6.64090 -2.80598 -2.69960 0.1 -0.1 0.2 -0.137
H 5.58712 -2.02698 -4.27624 0.1 -0.1 0.1 0.083
H 7.32988 -1.66006 -4.27111 -0.1 0.0 -0.2 0.073
H 6.75721 -3.30133 -4.69939 -0.1 0.1 -0.2 0.074
H 7.52670 -3.15637 -2.54097 -0.3 0.1 0.1 0.076

---

No. 2
74
Properties=species:S:1:pos:R:3:forces:R:3:lowdin_charge:R:1 method="wB97M-V/def2-TZVPD" total_energy_ev=-67016.880 multiplicity=1 homo_ha=-0.2898
C -3.95747 0.05642 -3.86172 0.1 0.3 0.0 -0.117
C -4.94315 1.09065 -4.73133 1.6 0.4 -0.3 -0.235
C -5.71953 0.34602 -5.96854 1.2 0.1 0.3 -0.587
Cl -5.37692 1.37699 -7.51572 -0.6 -1.1 1.3 0.521
O -7.18484 0.29613 -5.84761 0.6 -1.0 2.8 -0.131
C -7.62373 -0.16380 -4.52094 0.1 -4.8 3.3 -0.313
N -8.26415 0.87547 -3.60053 0.9 -1.0 -2.4 0.079
O -7.55276 -1.42018 -4.05613 0.1 8.2 -3.8 0.011
H -4.15513 -1.07335 -4.14334 0.2 2.4 0.9 0.086
H -4.10457 0.27641 -2.71149 0.2 -0.8 -2.4 0.082
H -2.81582 0.26220 -4.09355 -2.5 -0.4 0.4 0.073
H -5.63801 1.74032 -4.04160 1.2 -1.5 -1.5 0.102
H -4.18372 1.86243 -5.23424 -1.9 -1.7 1.1 0.099
H -5.22754 -0.70602 -6.20003 -1.4 2.2 0.5 0.139
H -7.54557 1.38508 -3.03467 -0.9 -0.7 -0.9 0.083
H -8.84419 1.52589 -4.17962 1.1 -0.5 0.7 0.093
O -0.52539 -1.17098 -3.16502 -2.6 -0.7 3.4 -0.316
P 0.50777 -1.69559 -2.13808 4.7 2.1 -6.4 0.759
N 1.41710 -0.24147 -2.18510 0.1 1.5 0.4 -0.312
C 2.85689 -0.10566 -2.00288 0.2 -0.4 0.5 -0.132
C 0.76066 0.87521 -1.49791 -0.5 0.1 -0.4 -0.139
N 1.14780 -2.79917 -3.29885 0.7 -1.6 -0.9 -0.362
C 1.93353 -2.30293 -4.42535 0.1 0.3 0.2 -0.126
C 0.14153 -3.73654 -3.81710 0.0 0.0 0.4 -0.150
N 1.69554 -2.29870 -0.95747 -2.0 -1.6 2.0 -0.290
C 2.57583 -3.44564 -1.18184 0.1 -0.5 -0.5 -0.124
C 1.03094 -2.47733 0.34013 0.2 0.4 0.6 -0.144
H 3.14551 -0.12731 -0.94362 0.1 0.0 0.0 0.082
H 3.20471 0.84616 -2.41989 -0.3 0.0 0.0 0.086
H 3.42889 -0.87768 -2.51544 -0.2 -0.1 0.1 0.052
H 0.85043 0.77396 -0.41133 0.2 0.2 0.2 0.065
H -0.30568 0.92179 -1.74089 0.1 -0.2 -0.1 0.066
H 1.18908 1.83802 -1.79832 0.1 -0.2 0.0 0.081
H 1.44885 -1.46156 -4.92621 0.0 0.1 -0.1 0.085
H 2.10492 -3.08879 -5.17021 -0.3 -0.1 0.2 0.083
H 2.93068 -2.00286 -4.10635 0.0 0.2 0.1 0.053
H -0.48685 -3.27906 -4.58902 -0.1 0.0 0.1 0.076
H -0.51057 -4.08397 -3.00775 0.0 0.1 -0.1 0.072
H 0.62285 -4.62685 -4.24007 0.1 0.2 0.1 0.079
H 2.01408 -4.36993 -1.35602 0.2 0.0 0.0 0.085
H 3.22595 -3.61041 -0.31363 -0.4 0.3 0.3 0.088
H 3.26010 -3.27308 -2.01699 -0.4 0.0 0.0 0.073
H 0.34346 -3.32817 0.31488 0.1 -0.1 0.2 0.079
H 0.45289 -1.58318 0.59837 0.0 0.0 -0.1 0.057
H 1.75703 -2.62692 1.14584 0.0 0.0 -0.1 0.085
O 2.33846 0.69440 2.59438 -0.1 3.8 -2.1 -0.316
P 1.93539 1.65883 3.73659 0.9 -7.2 3.8 0.757
N 3.32782 1.27651 4.66315 1.6 0.1 0.2 -0.316
C 3.43205 1.26085 6.11695 -0.3 0.5 0.2 -0.136
C 4.56148 1.85495 4.12128 0.1 -0.4 -0.6 -0.143
N 0.64322 0.61602 4.20326 -1.8 -0.7 0.5 -0.358
C 0.93032 -0.66031 4.85224 0.3 0.1 0.1 -0.123
C -0.32108 0.37518 3.12070 0.0 0.4 0.1 -0.142
N 1.47200 2.76759 5.04973 -1.2 2.5 -1.8 -0.299
C 0.26996 2.62070 5.87086 -0.6 -0.4 0.0 -0.124
C 1.51975 4.14754 4.54893 0.5 0.5 0.3 -0.149
H 3.56039 2.26802 6.53519 0.0 0.0 0.1 0.080
H 4.29459 0.66167 6.42977 0.0 0.0 -0.3 0.087
H 2.56873 0.80999 6.60411 -0.1 0.1 -0.2 0.052
H 4.62333 2.92525 4.34402 0.2 0.1 0.2 0.069
H 4.61316 1.73769 3.03413 -0.2 -0.1 0.2 0.070
H 5.44939 1.35869 4.52885 -0.2 0.1 0.1 0.081
H 1.70435 -1.22434 4.32648 0.1 -0.1 0.0 0.084
H 0.03399 -1.28857 4.91270 0.0 0.3 -0.2 0.084
H 1.23531 -0.51428 5.88751 0.2 0.0 0.0 0.054
H 0.03832 -0.37743 2.41049 0.0 0.1 0.0 0.051
H -0.51486 1.30129 2.56775 0.0 -0.1 0.0 0.075
H -1.28395 0.04153 3.52664 0.2 0.0 0.1 0.082
H -0.64683 2.66169 5.27252 0.0 -0.1 0.2 0.086
H 0.21341 3.41943 6.62081 0.4 0.2 -0.3 0.088
H 0.28584 1.69270 6.44883 0.0 0.0 -0.4 0.074
H 0.70319 4.33821 3.84603 0.0 0.2 0.1 0.079
H 2.46520 4.33073 4.02655 0.0 -0.1 -0.1 0.075
H 1.46563 4.87350 5.36675 -0.1 -0.1 -0.1 0.082

---

No. 3
81
Properties=species:S:1:pos:R:3:forces:R:3:lowdin_charge:R:1 method="wB97M-V/def2-TZVPD" total_energy_ev=-75868.335 relative_energy_kcal_mol=42.6 charge=-2 multiplicity=1 homo_ha=-0.0976
N -0.13293 -5.01929 -0.40038 1.8 -3.4 0.6 -0.244
S 0.79357 -4.45464 0.73622 -1.0 4.1 2.7 0.431
O 2.09465 -4.02456 0.36399 0.5 -0.5 0.1 -0.281
O 0.60761 -4.97965 2.09082 0.3 -0.1 -1.5 -0.333
F -0.02819 -3.05687 0.83999 0.4 -0.4 0.1 -0.230
S 0.50325 -6.57730 -0.41251 -3.2 -0.2 -2.8 0.528
O -0.19690 -7.49673 0.44358 0.9 0.4 0.1 -0.313
O 1.89462 -6.69971 -0.69657 0.1 -0.2 0.7 -0.287
F -0.17099 -6.94399 -1.85055 0.3 0.1 0.4 -0.243
N 0.98557 -0.93089 -1.08422 -0.8 -0.7 -1.9 -0.569
O 1.67792 0.08006 -0.76678 0.7 -0.1 0.4 -0.116
O 1.46092 -1.92277 -1.68071 0.0 1.4 1.1 -0.011
O -0.25040 -0.85230 -0.92068 -0.2 0.1 0.5 -0.072
C 4.96781 2.13837 -0.84841 0.7 -0.5 1.5 -0.093
C 5.15605 0.66121 -1.27104 -0.2 1.5 -0.1 -0.416
C 5.00921 -0.23193 -0.04639 0.1 -1.1 0.1 -0.220
O 4.95189 -1.59101 -0.44293 -0.2 0.3 0.0 -0.177
C 5.31107 -2.48254 0.57466 0.9 -0.5 -0.9 -0.135
N 4.16705 0.39623 -2.35603 0.4 0.4 1.2 0.049
H 5.62808 2.36959 0.00292 0.0 0.0 0.0 0.064
H 3.95481 2.26965 -0.46321 -0.1 0.3 -0.4 0.073
H 5.26077 2.85547 -1.61479 -0.4 -0.1 -0.3 0.063
H 6.19136 0.63487 -1.62966 -0.1 -0.7 -0.3 0.121
H 4.13116 0.00152 0.56535 -0.3 0.2 -0.3 0.122
H 5.86251 -0.17192 0.64563 0.3 0.6 -0.2 0.111
H 5.16591 -3.47302 0.14882 -0.6 -0.1 0.3 0.088
H 4.80914 -2.36047 1.53564 -0.3 0.1 -0.1 0.088
H 6.40769 -2.45822 0.71346 0.0 0.4 0.4 0.075
H 3.27858 0.51163 -1.83188 0.0 -0.8 -0.6 0.036
H 4.21228 1.26734 -2.88188 -0.1 -0.2 -0.4 0.045
C -1.48436 2.51117 -1.99435 -1.3 0.3 0.6 -0.066
C -0.52884 3.57005 -1.47365 1.7 -1.9 0.2 -0.423
C -1.02629 4.58159 -0.44119 0.4 0.3 -0.9 -0.207
O -2.12484 5.34579 -0.89832 -0.3 0.1 0.4 -0.196
C -1.88337 6.17416 -2.00805 -0.1 -0.1 0.5 -0.129
N 0.57752 2.90826 -0.72392 -0.5 0.2 0.8 0.038
H -2.20015 2.94686 -2.70144 0.0 -0.2 -0.2 0.068
H -2.07339 2.10778 -1.16473 0.0 0.0 0.0 0.053
H -0.97274 1.64841 -2.41851 0.2 0.2 -0.2 0.081
H -0.08234 3.97959 -2.38575 0.1 0.8 0.3 0.121
H -0.16519 5.20497 -0.16073 0.0 0.3 -0.3 0.116
H -1.29340 4.12430 0.51268 -0.4 -0.4 -0.3 0.113
H -1.56392 5.61926 -2.89390 -0.2 -0.1 -0.1 0.076
H -1.11325 6.92767 -1.79917 0.0 0.1 0.1 0.084
H -2.84879 6.65610 -2.16176 0.2 0.2 -0.4 0.083
H 1.01161 2.08481 -1.13645 -0.2 0.1 -0.6 0.038
H 0.07099 2.45480 0.04087 0.3 0.0 0.2 0.040
C -0.84988 2.14105 3.44436 -1.5 1.3 0.9 -0.074
C -0.84307 0.94756 2.52458 0.7 1.1 1.0 -0.454
C -1.15772 -0.37120 3.20807 0.5 -0.8 -0.8 -0.206
O -0.47306 -0.63471 4.42021 -0.3 -0.2 -0.3 -0.166
C 0.87856 -0.94019 4.21490 1.6 0.7 0.6 -0.125
N -1.71999 1.11857 1.36683 1.6 -0.1 0.2 0.074
H -0.16959 2.19314 4.29578 0.4 -0.7 -0.3 0.070
H -1.83542 2.24262 3.92990 -0.1 -0.1 -0.1 0.076
H -0.72313 3.10173 2.93464 0.2 -0.3 -0.4 0.064
H 0.21045 0.92604 2.21681 -0.2 -0.5 -0.7 0.139
H -0.84438 -1.09683 2.44154 -0.1 -0.4 0.2 0.115
H -2.22724 -0.55496 3.33107 -0.1 0.4 0.4 0.124
H 1.18017 -1.44184 3.29192 -0.8 -0.3 -0.1 0.098
H 1.28295 -1.50964 5.05494 -0.5 -0.3 0.0 0.081
H 1.50771 -0.03520 4.24151 -0.2 0.2 -0.2 0.079
H -1.60312 0.19610 0.94617 -0.9 0.3 -1.0 0.061
H -2.65530 1.40156 1.62200 -0.2 -0.6 0.1 0.075
C -4.65503 0.40360 -1.87648 0.4 -0.1 -0.6 -0.077
C -3.63988 -0.74682 -1.69952 0.3 1.3 0.2 -0.426
C -3.94033 -1.53114 -0.43206 -1.2 -1.8 -0.6 -0.235
O -3.01598 -2.56758 -0.25208 0.3 0.2 -0.4 -0.167
C -3.19298 -3.32899 0.90853 0.3 0.4 0.4 -0.110
N -3.64238 -1.57571 -2.89527 -0.7 -0.7 -0.3 0.047
H -5.68622 0.03852 -1.81829 0.0 0.1 0.8 0.068
H -4.63428 0.72980 -2.92049 0.5 0.2 0.0 0.063
H -4.38711 1.26944 -1.26982 -0.6 -0.1 0.3 0.062
H -2.64065 -0.33068 -1.54881 0.1 0.0 -0.3 0.111
H -4.93046 -1.99450 -0.61324 -0.2 -0.1 0.0 0.118
H -4.12510 -0.97953 0.49758 0.6 0.7 -0.1 0.114
H -3.92447 -4.14557 0.84503 -0.4 0.3 -0.3 0.083
H -3.46809 -2.62279 1.70394 -0.1 -0.4 0.4 0.076
H -2.24659 -3.80839 1.14951 0.1 0.2 0.0 0.067
H -3.22275 -1.13960 -3.70754 0.6 0.3 0.4 0.069
H -4.60898 -1.65751 -3.21028 -0.1 -0.4 0.3 0.060